No. 1
51
Properties=species:S:1:pos:R:3:lowdin_charge:R:1 method="wB97M-V/def2-TZVPD" e_lumo_ev="-8.20 / -8.13" de_lowest_kcal_mol=6.1 s_squared=0.751 total_energy_ev=-44153.657 gap_ev="10.498 / 11.826" charge=+3 e_homo_ev="-18.7 / -20.0" multiplicity=2
Ce 0.14 -0.07 -0.21 1.57
C -2.14 -0.52 2.04 -0.09
C -2.35 -1.77 1.19 -0.09
O -1.79 -1.59 -0.14 -0.24
C -2.75 -1.34 -1.19 -0.07
C -2.67 0.12 -1.70 -0.08
O -1.96 0.90 -0.71 -0.29
C -1.94 2.32 -0.97 -0.09
C -1.07 2.94 0.11 -0.09
O 0.25 2.37 -0.04 -0.27
C 1.20 2.74 0.99 -0.09
C 2.56 2.19 0.57 -0.08
O 2.35 0.88 0.00 -0.28
C 3.35 -0.13 0.26 -0.09
C 2.94 -0.93 1.48 -0.09
O 1.59 -1.38 1.25 -0.26
C 0.92 -1.88 2.43 -0.09
C 0.09 -0.76 3.05 -0.08
O -0.74 -0.11 2.05 -0.26
H -2.48 -0.69 3.06 0.16
H -2.69 0.32 1.61 0.14
H -3.41 -1.98 1.14 0.16
H -1.86 -2.64 1.63 0.14
H -3.75 -1.55 -0.82 0.15
H -2.54 -2.04 -2.00 0.15
H -3.67 0.52 -1.84 0.16
H -2.12 0.17 -2.65 0.13
H -2.95 2.73 -0.92 0.17
H -1.52 2.52 -1.96 0.15
H -1.47 2.70 1.10 0.15
H -1.03 4.03 -0.01 0.16
H 0.87 2.32 1.94 0.15
H 1.25 3.83 1.08 0.16
H 3.22 2.15 1.44 0.16
H 3.02 2.83 -0.19 0.15
H 4.34 0.30 0.37 0.16
H 3.35 -0.78 -0.62 0.16
H 2.97 -0.30 2.38 0.15
H 3.60 -1.78 1.62 0.17
H 1.64 -2.26 3.15 0.16
H 0.30 -2.71 2.11 0.14
H 0.74 0.02 3.46 0.15
H -0.53 -1.15 3.86 0.16
N 0.67 0.39 -4.62 0.25
C 0.77 0.88 -3.39 -0.53
N 1.12 2.16 -3.22 0.25
O 0.49 0.16 -2.37 -0.16
H 0.93 0.92 -5.43 0.15
H 0.45 -0.58 -4.75 0.15
H 1.41 2.74 -3.99 0.15
H 1.24 2.51 -2.28 0.11

---

No. 2
13
Properties=species:S:1:pos:R:3:lowdin_charge:R:1 method="wB97M-V/def2-TZVPD" e_lumo_ev="-10.55 / -11.99" de_lowest_kcal_mol=20.4 s_squared=0.755 total_energy_ev=-15167.410 gap_ev="8.880 / 8.055" charge=+2 e_homo_ev="-19.4 / -20.0" multiplicity=2
C -1.64 0.10 -0.62 0.06
O -0.30 -0.15 -0.12 -0.32
C -0.10 -1.10 0.78 0.02
C 1.26 -1.45 0.96 -0.10
O 2.15 -0.77 0.40 -0.21
H -1.52 0.70 -1.52 0.12
H -2.11 -0.86 -0.85 0.14
H -2.19 0.65 0.15 0.14
H -0.95 -1.65 1.18 0.19
H 1.51 -2.36 1.52 0.18
Bi 1.59 0.85 -0.67 2.13
O 1.41 2.71 -0.86 -0.39
H 0.91 3.32 -0.33 0.05

---

No. 3
43
Properties=species:S:1:pos:R:3:lowdin_charge:R:1 method="wB97M-V/def2-TZVPD" e_lumo_ev=-8.54 total_energy_ev=-28492.904 gap_ev=6.678 charge=+2 e_homo_ev=-15.2
Au -0.07 0.47 -0.62 1.32
N -0.17 2.52 -0.96 -0.06
C 0.43 3.43 0.07 -0.16
C -0.10 3.08 1.44 -0.17
N 0.11 1.65 1.71 -0.23
C 1.49 1.36 2.13 -0.15
C 2.13 0.24 1.32 -0.15
N 2.02 0.45 -0.17 -0.01
C -0.99 1.00 2.43 -0.15
C -2.23 0.92 1.54 -0.16
N -2.04 0.18 0.25 0.01
H 0.29 2.68 -1.86 0.13
H -1.14 2.78 -1.12 0.12
H 0.21 4.46 -0.21 0.14
H 1.51 3.31 0.01 0.11
H -1.17 3.29 1.46 0.12
H 0.35 3.74 2.19 0.15
H 1.55 1.10 3.19 0.15
H 2.08 2.27 2.02 0.13
H 1.66 -0.71 1.53 0.10
H 3.19 0.17 1.57 0.14
H 2.45 -0.32 -0.68 0.12
H 2.51 1.30 -0.45 0.11
H -1.26 1.50 3.37 0.15
H -0.67 -0.01 2.67 0.11
H -2.61 1.90 1.28 0.11
H -3.03 0.42 2.09 0.14
H -2.81 0.35 -0.39 0.13
H -2.01 -0.82 0.44 0.10
C -0.22 -3.35 -3.92 0.04
N -0.11 -3.05 -2.48 -0.04
C -0.03 -4.04 -1.52 0.00
C 0.00 -3.80 -0.21 0.04
C -0.07 -2.44 0.29 -0.48
O -0.16 -2.07 1.45 0.04
N 0.01 -1.48 -0.74 -0.03
C -0.13 -1.75 -2.09 -0.52
O -0.27 -0.78 -2.85 0.01
H 0.08 -4.39 -4.06 0.10
H 0.45 -2.70 -4.47 0.10
H -1.25 -3.21 -4.25 0.11
H -0.01 -5.05 -1.92 0.15
H 0.04 -4.60 0.51 0.13

---

No. 4
63
Properties=species:S:1:pos:R:3:lowdin_charge:R:1 method="wB97M-V/def2-TZVPD" e_lumo_ev="-3.15 / -3.17" de_lowest_kcal_mol=41.0 s_squared=3.797 total_energy_ev=-145467.101 gap_ev="5.272 / 8.094" charge=+1 e_homo_ev="-8.4 / -11.3" multiplicity=4
V -1.22 0.00 -0.44 0.65
C -0.22 -2.09 -2.81 -0.04
C -0.80 -2.75 -1.61 -0.29
C -0.94 -4.14 -1.57 0.00
C -1.45 -4.75 -0.44 -0.03
C -1.78 -3.96 0.65 0.01
C -1.62 -2.58 0.56 -0.22
N -1.17 -1.98 -0.58 0.01
C -1.81 -1.65 1.66 -0.22
C -2.16 -1.99 2.96 0.01
C -2.22 -0.99 3.92 -0.04
C -1.94 0.32 3.56 0.01
C -1.62 0.61 2.24 -0.18
N -1.54 -0.37 1.31 -0.04
C -1.47 1.96 1.72 -0.18
C -1.32 3.06 2.57 0.00
C -1.37 4.33 2.03 -0.03
C -1.62 4.46 0.68 -0.01
C -1.72 3.32 -0.12 -0.29
C -2.07 3.53 -1.56 -0.04
N -1.59 2.09 0.38 0.10
H -1.00 -1.83 -3.53 0.06
H 0.30 -1.17 -2.51 0.05
H 0.49 -2.75 -3.30 0.09
H -0.63 -4.73 -2.42 0.12
H -1.57 -5.82 -0.39 0.12
H -2.15 -4.41 1.56 0.11
H -2.38 -3.01 3.22 0.11
H -2.49 -1.23 4.94 0.11
H -2.02 1.11 4.29 0.11
H -1.15 2.93 3.62 0.11
H -1.25 5.20 2.66 0.12
H -1.75 5.44 0.23 0.12
H -2.92 4.22 -1.62 0.10
H -1.24 4.00 -2.09 0.08
H -2.36 2.60 -2.04 0.01
Se 7.01 0.70 -0.85 1.17
N 6.00 -0.48 -0.02 -0.24
C 4.73 -0.20 -0.24 -0.33
C 3.62 -0.92 0.30 -0.08
C 3.78 -2.03 1.13 0.02
C 2.67 -2.63 1.67 -0.01
C 1.42 -2.07 1.39 -0.09
N 1.23 -1.06 0.57 0.13
C 2.30 -0.48 0.01 -0.13
C 2.07 0.61 -0.93 -0.12
N 0.82 0.86 -1.34 0.06
C 0.63 1.83 -2.22 -0.13
C 1.65 2.66 -2.70 -0.01
C 2.94 2.41 -2.30 0.03
C 3.17 1.34 -1.43 -0.07
C 4.50 0.95 -1.07 -0.33
N 5.61 1.55 -1.48 -0.24
H 4.78 -2.39 1.33 0.12
H 2.75 -3.49 2.31 0.11
H 0.53 -2.49 1.85 0.10
H -0.37 1.94 -2.61 0.07
H 1.42 3.45 -3.39 0.12
H 3.78 2.99 -2.66 0.12
Cl -2.53 0.19 -2.54 0.67
C -3.16 -0.05 -0.94 -0.61
H -3.74 -0.98 -0.94 0.03
H -3.82 0.79 -0.69 0.02